Record 1
{"formula": "C6H15NO2", "method": "the ωB97M-V functional and the def2-TZVPD basis", "smiles": "CCC(=O)N(C)CC.O", "homo_energy_ha": -0.3415, "e_above_lowest_ev": 1.315, "e_lumo_ev": 0.693, "orbital_gap_ev": 9.987, "charge": 0, "species": ["H", "H", "H", "C", "H", "H", "H", "O", "C", "H", "C", "C", "C", "O", "H", "H", "H", "H", "N", "H", "H", "C", "H", "H"], "positions_angstrom": [[-0.877290, 0.858656, 1.204285], [1.093404, 2.790606, -0.170736], [2.643446, -2.337278, -0.238837], [2.059787, -1.914190, 0.595995], [-1.220212, -1.979234, -2.037577], [2.377628, -2.404496, 1.531511], [0.404349, -1.590874, -2.685114], [-3.435865, 3.814103, 0.595907], [-0.116220, 0.068394, -0.625032], [0.895278, 0.628649, 1.237807], [0.567066, -2.061065, 0.515671], [-0.137689, -2.035802, -1.833736], [0.047396, 0.949457, 0.602497], [-0.542512, 0.666743, -1.603158], [0.318211, -3.135856, 0.424312], [-3.275854, 3.270178, -0.208315], [-3.148009, 3.242446, 1.343306], [0.113610, -1.689234, 1.454583], [0.070184, -1.240162, -0.645471], [0.207405, 2.905871, 1.382014], [-0.695994, 2.706730, -0.152103], [0.219857, 2.420273, 0.391740], [2.282508, -0.836473, 0.670356], [0.149517, -3.097442, -1.749906]], "atomic_forces_ev_per_a": [[0.40, -0.36, -0.12], [-0.30, -0.56, 0.18], [-0.51, 0.11, 0.21], [0.82, 0.17, 0.84], [0.38, -0.25, -0.43], [0.26, 0.20, -0.33], [-0.32, -0.20, 0.23], [0.44, -1.14, -0.02], [-0.85, 2.26, -0.35], [-0.53, -0.31, -0.08], [-0.26, 0.99, -0.26], [-0.86, 0.70, -1.24], [1.15, -1.45, 1.77], [-0.11, -0.18, -1.08], [-0.35, 0.77, -0.28], [-0.13, 0.53, 0.85], [-0.30, 0.59, -0.85], [0.14, -0.18, -0.48], [1.03, -3.38, 2.00], [0.04, -0.08, -0.42], [0.57, 0.54, 0.11], [-0.96, 1.03, -0.66], [0.23, -0.51, -0.01], [0.03, 0.69, 0.43]], "lowdin_charge": [0.126, 0.088, 0.085, -0.097, 0.098, 0.081, 0.097, -0.088, -0.498, 0.099, -0.206, -0.046, -0.189, 0.040, 0.118, 0.045, 0.041, 0.118, -0.108, 0.082, 0.065, -0.112, 0.068, 0.092]}

***

Record 2
{"formula": "C6H13Br2", "method": "the ωB97M-V functional and the def2-TZVPD basis", "spin_multiplicity": 2, "homo_energy_ha": [-0.3652, -0.3668], "e_above_lowest_ev": 0.500, "e_lumo_ev": [0.783, -3.228], "s2": 0.753, "orbital_gap_ev": [10.721, 6.754], "charge": 0, "species": ["H", "H", "C", "C", "C", "H", "Br", "H", "C", "Br", "H", "H", "H", "H", "H", "H", "C", "C", "H", "H", "H"], "positions_angstrom": [[2.602957, 0.875421, 0.225327], [-2.230582, 1.389270, -0.818748], [-1.222747, 0.908515, -0.886591], [-0.775577, 0.010729, 0.306765], [1.456231, -1.331310, -0.333826], [-0.890392, 1.166809, 2.160648], [-0.981930, -3.015249, -3.278072], [-0.473108, 1.707121, -1.040075], [0.794916, -0.142021, 0.427609], [-1.622904, -1.759930, 0.107185], [1.255800, 1.969895, 0.654889], [-1.595023, -0.523297, 2.247745], [-2.493836, 0.744422, 1.529587], [1.378246, -1.183848, -1.429707], [-1.264853, 0.351451, -1.836368], [2.537297, -1.400925, -0.064706], [-1.460434, 0.387477, 1.634666], [1.553592, 1.116766, 0.041589], [0.959503, -0.368895, 1.491046], [0.982874, -2.310703, -0.121976], [1.489971, 1.408303, -1.016987]], "atomic_forces_ev_per_a": [[0.03, 0.40, 0.11], [0.80, -0.56, 0.51], [0.02, 0.15, -0.44], [-0.61, 0.31, -0.38], [-0.25, -0.16, -0.30], [-0.10, -0.21, 0.03], [-0.02, 0.11, 0.22], [-0.61, -0.27, 0.18], [-0.49, -1.11, -0.19], [-0.15, -0.79, -1.06], [0.12, 0.07, -0.06], [0.65, 0.74, 0.09], [0.35, 0.08, -0.47], [0.11, -0.02, 0.46], [0.26, 0.00, 0.38], [-0.81, 0.15, -0.18], [0.13, 0.35, 0.59], [0.34, 0.14, 0.28], [0.05, 0.29, -0.11], [0.33, 0.65, 0.03], [-0.15, -0.33, 0.31]], "lowdin_spin": [0.000, 0.000, 0.000, 0.002, 0.000, 0.001, 0.934, 0.000, 0.000, 0.060, 0.000, 0.001, 0.000, 0.000, 0.000, 0.000, 0.004, 0.000, 0.000, 0.000, 0.000]}

***

Record 3
{"formula": "C7H8", "method": "the ωB97M-V functional and the def2-TZVPD basis", "smiles": "Cc1ccccc1", "homo_energy_ha": -0.3323, "e_above_lowest_ev": 0.232, "e_lumo_ev": 1.110, "orbital_gap_ev": 10.152, "charge": 0, "species": ["H", "H", "C", "C", "H", "C", "C", "C", "H", "H", "C", "H", "H", "C", "H"], "positions_angstrom": [[1.052045, 1.831487, -0.628695], [0.173344, 0.116946, 3.134626], [0.461194, 1.123818, -0.061876], [-0.026341, -0.112107, -2.227156], [-0.603771, -1.950404, 2.013561], [-0.084322, 0.034680, -0.731958], [-0.392787, -1.064362, 1.432177], [0.072146, 0.087018, 2.055350], [-0.526338, 0.701888, -2.757158], [0.976196, -0.222364, -2.635608], [-0.578259, -1.003306, 0.060319], [-1.035283, -1.862602, -0.417405], [-0.574004, -0.984276, -2.468834], [0.436005, 1.206980, 1.329595], [0.650175, 2.096607, 1.903061]], "atomic_forces_ev_per_a": [[-0.43, 0.47, -0.09], [-0.10, -0.03, -0.01], [0.44, 0.16, -0.02], [-0.25, 0.72, 0.16], [-0.23, -0.03, -0.11], [0.46, -0.01, 0.67], [0.04, 0.91, -0.18], [-0.08, -0.15, 0.58], [0.17, 0.15, 0.13], [0.15, 0.09, 0.20], [0.02, -0.91, -0.26], [0.08, -0.03, -0.18], [-0.48, -1.05, -0.49], [-0.32, -0.49, -0.07], [0.53, 0.18, -0.34]], "lowdin_charge": [0.109, 0.099, -0.056, -0.051, 0.101, -0.277, -0.084, -0.111, 0.082, 0.084, -0.063, 0.105, 0.053, -0.089, 0.099]}

***

Record 4
{"formula": "C4H13N2S2", "method": "the ωB97M-V functional and the def2-TZVPD basis", "smiles": "NCCSSCC[NH3+]", "homo_energy_ha": -0.4373, "e_above_lowest_ev": 2.528, "e_lumo_ev": -2.979, "orbital_gap_ev": 8.920, "charge": 1, "species": ["H", "C", "S", "H", "S", "H", "H", "H", "N", "H", "H", "H", "H", "H", "C", "C", "C", "H", "H", "N", "H"], "positions_angstrom": [[0.944457, -0.636577, 0.683646], [1.170619, 0.214275, -1.774950], [-0.781483, 1.717804, -0.087952], [2.063422, 0.510488, 1.327615], [-0.487390, 0.908469, -1.832315], [1.151562, -0.862320, -1.728113], [-2.773726, 1.443436, 1.267535], [1.546483, 0.393888, -2.843284], [2.035525, -0.030071, 0.505931], [-0.699485, -1.836371, -0.102950], [-0.809251, -2.149671, 1.322510], [2.728105, -0.676411, 0.455896], [-2.959457, 0.790824, -0.370112], [3.283472, 0.826649, -0.991210], [-2.092081, -0.597113, 1.120639], [-2.439117, 0.785681, 0.484308], [2.093353, 0.748688, -0.766576], [-2.930892, -1.355460, 0.917696], [-2.238633, -0.623255, 2.230760], [-0.751344, -1.332401, 0.757020], [1.945870, 1.759458, -0.576086]], "atomic_forces_ev_per_a": [[1.67, 1.39, -0.62], [0.70, -0.66, -2.82], [-2.03, 0.31, 2.44], [0.51, 1.04, 1.22], [-0.01, -0.31, -1.96], [-0.15, -0.59, 0.21], [-0.54, 0.27, -0.02], [-0.32, 0.01, 1.54], [-5.77, -0.27, -0.62], [-0.82, 0.52, -1.56], [0.29, -0.55, 1.39], [2.58, -2.53, 0.40], [-2.23, -0.19, -2.86], [-2.80, -0.82, -0.22], [-1.26, -2.13, -0.49], [5.26, -0.56, 3.21], [3.97, -0.01, 0.29], [0.99, 1.12, -0.50], [1.13, 0.67, -0.80], [-0.30, 1.53, 1.12], [-0.87, 1.77, 0.65]], "lowdin_charge": [0.211, -0.563, 0.473, 0.128, 0.522, 0.066, 0.066, 0.116, 0.129, 0.064, 0.067, 0.097, 0.005, 0.193, -0.232, -0.349, -0.288, 0.130, 0.118, -0.022, 0.069]}

***

Record 5
{"formula": "CHFN2O5", "method": "the ωB97M-V functional and the def2-TZVPD basis", "homo_energy_ha": [-0.4156, -0.4157], "e_above_lowest_ev": 3.213, "e_lumo_ev": [-1.685, -1.685], "orbital_gap_ev": [9.625, 9.626], "charge": 0, "species": ["O", "H", "O", "F", "O", "O", "N", "O", "C", "N"], "positions_angstrom": [[1.035656, -1.189455, 0.698255], [0.909861, -0.024164, 2.431818], [-1.161821, -0.492062, -2.176505], [-1.555494, -0.956174, 1.012703], [0.891024, 0.328995, -2.329792], [-0.041134, 1.791245, -0.252405], [-0.202103, 0.080797, -1.812922], [0.118053, 0.213582, 2.000974], [-0.129127, 0.658169, -0.455948], [0.135085, -0.410933, 0.883822]], "atomic_forces_ev_per_a": [[-0.93, -0.47, -0.13], [1.94, -0.68, 1.15], [-0.73, -0.48, -0.83], [1.62, 0.14, -0.68], [-1.44, -0.70, -0.39], [-0.24, 0.39, 0.28], [2.53, 0.07, 0.61], [-2.01, 2.53, 1.21], [-0.22, -0.15, 2.62], [-0.52, -0.64, -3.85]], "lowdin_charge": [0.105, 0.131, 0.202, -0.218, 0.138, 0.273, -0.324, 0.149, -0.154, -0.302]}

***

Record 6
{"formula": "C22H34Cl22F3N4O2S2", "method": "the ωB97M-V functional and the def2-TZVPD basis", "homo_energy_ha": -0.4420, "e_lumo_ev": -4.615, "orbital_gap_ev": 7.412, "charge": 1, "species": ["O", "H", "Cl", "S", "F", "Cl", "Cl", "C", "C", "H", "C", "H", "H", "H", "Cl", "H", "N", "H", "O", "H", "C", "C", "Cl", "H", "H", "H", "Cl", "Cl", "H", "Cl", "Cl", "C", "Cl", "H", "C", "H", "N", "H", "H", "C", "Cl", "C", "S", "F", "Cl", "Cl", "Cl", "N", "H", "C", "C", "H", "C", "H", "H", "H", "Cl", "H", "H", "Cl", "N", "H", "H", "H", "Cl", "Cl", "C", "Cl", "C", "H", "H", "C", "C", "C", "C", "C", "Cl", "H", "Cl", "H", "H", "C", "Cl", "H", "C", "H", "H", "C", "F"], "positions_angstrom": [[-3.360643, 0.298649, -0.775786], [-1.319787, 2.994928, 1.513018], [-5.204246, 3.477388, 0.626186], [2.930537, 0.027609, 3.261523], [-2.031598, -1.445958, 0.111767], [-7.954151, 3.039363, 3.014580], [4.248407, -4.127383, 5.757208], [-6.449447, 2.786690, -0.425700], [7.839047, -3.624836, 5.368551], [-3.399591, -6.849735, -2.383694], [1.265391, 5.698851, -0.276250], [2.301434, 5.747773, -0.609661], [6.206972, 0.380115, -0.366639], [6.061470, -0.641479, -1.956783], [-6.588864, 2.506436, 5.536386], [-2.707480, 7.416479, -2.933845], [-0.568407, 2.304476, 1.660038], [4.383719, -3.901502, 0.454871], [3.245557, -1.036574, -0.623464], [-4.314140, 6.416973, -5.313663], [-4.469871, 5.344581, -5.202806], [-2.139641, 8.276039, -3.288811], [4.375885, -7.342830, 2.352991], [-6.288530, 1.711912, -0.503118], [1.131586, 6.324885, 0.605331], [-2.893500, 1.810408, 0.735308], [-3.194429, 4.686393, -4.169046], [-3.196248, -4.498852, -2.370910], [-0.865452, 1.529321, 2.269836], [-6.387066, 3.495063, -2.043044], [9.138582, -4.042867, 6.490618], [-3.620353, -6.055778, -3.095764], [7.660872, -4.852811, 4.110209], [-3.030783, -6.197425, -4.000381], [-2.649345, 1.477000, -0.333380], [4.430781, 2.438302, 0.141664], [2.188152, 2.174969, 1.391435], [4.962154, -4.973920, 1.753402], [6.904951, -3.547887, 5.922111], [-1.050119, 1.397576, -0.613301], [-5.336069, -6.118208, -3.512272], [-3.291786, -0.757723, 0.160786], [-1.599705, 0.379554, -3.398367], [-3.668841, -0.412161, 1.478103], [3.059806, -4.091846, 3.093023], [6.467403, -4.883238, -0.058954], [0.872513, 4.022649, 0.141362], [3.449654, 1.173675, -1.406472], [-7.428530, 2.982783, 0.009317], [1.032307, 0.845449, -2.239954], [4.040182, -0.096003, -0.960159], [2.015621, -4.579142, 5.151446], [-0.521462, 0.902859, -2.000768], [3.127506, -5.873839, 4.637924], [5.211924, -8.325057, 0.376974], [1.484923, 0.467560, -3.217311], [-2.998855, 9.754855, -2.845245], [-6.221587, -3.185692, -0.300546], [5.717130, -1.425787, -0.340057], [5.886122, -2.812541, 1.910052], [-0.101457, 1.822429, 0.429617], [-5.665703, 3.300980, 3.517796], [-0.720297, 0.081598, -4.456910], [8.070078, -2.669180, 4.899611], [-7.040451, -2.878632, -2.491076], [-1.944304, 8.150713, -5.041249], [-6.430282, 2.570556, 3.777742], [6.157574, -9.638179, 2.091675], [2.989010, -4.796054, 4.713944], [-6.140009, 1.586132, 3.412401], [3.762534, 3.371290, -1.299131], [5.611207, -0.427775, -0.910908], [5.251966, -4.211254, 1.036337], [2.014458, 1.288558, -1.102584], [5.621724, -8.119784, 1.364914], [-6.474481, -3.849216, -1.126042], [-6.069268, 5.066745, -4.504699], [5.298845, 2.361905, -1.470513], [0.217322, 6.292146, -1.568082], [-3.014743, 2.342278, -1.012402], [-1.155422, 8.286031, -2.823598], [4.240753, 2.372078, -1.000129], [-7.719499, -4.983760, -0.590607], [6.474252, -7.448139, 1.278608], [1.363821, 1.763384, 0.234467], [-5.592291, -4.409914, -1.431989], [-4.420418, 4.861866, -6.177755], [2.670542, 1.119040, 2.024538], [-4.249862, -1.731681, -0.277052]], "atomic_forces_ev_per_a": [[1.01, -1.01, 2.88], [0.70, -0.51, 0.10], [0.10, 0.10, 0.18], [-0.27, 3.11, -4.11], [-3.05, 2.24, 0.75], [0.03, -0.02, -0.10], [-0.12, -0.03, 0.06], [-0.52, -0.32, -0.31], [-0.08, 0.19, 0.03], [-0.10, 0.20, -0.03], [0.18, 0.49, 0.11], [-0.19, -0.09, -0.01], [-0.79, -1.08, -0.90], [-0.93, 0.77, 1.58], [0.10, -0.03, -0.05], [0.01, 0.14, -0.14], [-0.43, -0.45, 0.24], [0.20, 0.05, 0.01], [2.69, 3.63, -1.28], [0.00, -0.17, 0.14], [-0.14, 0.19, -0.30], [-0.01, -0.08, 0.21], [-0.13, 0.01, -0.01], [0.08, 0.18, 0.02], [-0.06, -0.14, -0.14], [0.35, -0.96, -1.60], [0.17, -0.03, 0.04], [0.25, 0.06, 0.02], [0.13, 0.43, -0.49], [0.09, -0.30, 0.53], [-0.05, 0.10, 0.02], [0.07, -0.35, -0.14], [-0.04, -0.06, 0.01], [-0.14, 0.14, 0.12], [1.26, 1.98, -0.68], [-0.47, -0.22, -1.82], [0.98, -5.94, 0.24], [0.30, 0.17, -0.17], [0.19, -0.14, -0.08], [1.82, -0.97, -2.12], [0.08, -0.12, -0.06], [-1.36, -2.42, -1.13], [0.64, 0.26, 0.81], [1.57, -0.63, -3.11], [-0.57, 0.05, 0.30], [-0.01, -0.03, -0.10], [-0.05, 3.86, -1.13], [-0.14, -0.06, 2.19], [0.25, 0.09, 0.05], [-0.65, 1.49, 4.22], [-2.02, -3.56, 0.88], [0.20, 0.08, -0.09], [3.04, 0.88, 1.96], [0.11, 0.20, -0.04], [-0.04, 0.00, 0.23], [-0.82, 0.63, 1.57], [0.04, -0.08, 0.09], [-0.20, -0.08, -0.14], [-0.43, 1.84, -0.80], [0.02, 0.22, -0.04], [0.97, -2.89, -3.12], [-0.23, -0.03, 0.09], [-0.29, 0.55, 1.56], [0.06, -0.21, 0.02], [0.13, 0.07, 0.00], [0.06, -0.10, -0.03], [0.21, -0.05, -0.01], [0.01, 0.07, -0.09], [-0.18, -0.23, 0.15], [-0.16, 0.11, 0.10], [0.40, -1.76, 0.19], [-0.18, -0.13, -0.17], [-0.09, -0.12, -0.08], [-4.42, -0.99, -1.07], [0.33, -0.15, -0.23], [0.18, -0.03, 0.20], [0.04, 0.30, -0.50], [-1.93, -0.20, 0.51], [0.08, -0.06, 0.04], [0.42, -1.57, 1.01], [-0.14, 0.15, -0.17], [1.70, 1.45, 0.63], [0.08, -0.02, 0.06], [-0.16, -0.09, 0.14], [0.13, -1.74, -1.49], [-0.34, 0.12, 0.00], [0.00, -0.04, 0.24], [-1.98, 1.02, 2.37], [2.52, 2.66, 1.18]], "lowdin_charge": [-0.020, 0.105, 0.546, 0.754, 0.089, 0.518, 0.547, -0.985, -1.044, 0.033, -0.910, 0.034, 0.087, 0.111, 0.519, -0.001, 0.051, 0.025, -0.001, 0.001, -0.998, -1.062, 0.539, 0.030, 0.041, 0.096, 0.483, 0.529, 0.133, 0.498, 0.518, -0.991, 0.486, 0.029, -0.138, 0.095, -0.004, -0.104, -0.028, -0.043, 0.547, -0.421, 0.789, 0.107, 0.546, 0.539, 0.822, -0.077, 0.011, 0.087, -0.350, 0.032, -0.417, 0.011, 0.034, 0.128, 0.524, 0.009, 0.039, 0.490, -0.195, -0.006, -0.075, 0.028, 0.498, 0.515, -1.066, 0.527, -0.977, 0.021, 0.100, -0.004, -1.082, -0.099, -1.021, -1.081, 0.490, 0.113, 0.568, 0.145, -0.026, -0.079, 0.513, -0.003, -0.274, -0.079, 0.035, -0.574, 0.073]}